{"formula": "C8H17ClIIrNOP", "method": "ωB97M-V/def2-TZVPD", "species": ["Ir", "I", "Cl", "P", "O", "N", "C", "C", "C", "C", "C", "C", "C", "C", "H", "H", "H", "H", "H", "H", "H", "H", "H", "H", "H", "H", "H", "H", "H", "H", "H"], "positions_angstrom": [[-0.233205, 0.541552, -0.676350], [4.368139, -0.575217, 3.188800], [-2.570443, 0.456334, -0.288438], [-0.443912, 0.608617, -2.889670], [2.543064, -0.301077, -1.350062], [-0.386851, 0.492829, 1.255936], [-1.346467, -0.740733, 4.546942], [-1.563949, 2.060050, -2.787559], [-1.208511, -1.014819, -3.073002], [1.529657, 0.219632, -1.143275], [0.731232, 0.927835, -4.192350], [2.669047, -1.692573, 2.764585], [-0.299702, 0.091267, 3.786227], [-0.573668, 0.207702, 2.363605], [-2.038503, -1.046316, -2.347476], [-1.303584, 2.756701, -3.596778], [-0.278825, 1.097069, 4.218728], [-1.525934, -1.166214, -4.108639], [1.097320, 1.962311, -4.088907], [3.325225, -1.880148, 1.867279], [1.739628, -2.312047, 2.776000], [-2.608173, 1.712098, -2.782056], [-2.368922, -0.388308, 4.317094], [-1.193900, -0.644913, 5.634153], [-1.315945, 2.507567, -1.810523], [0.274313, 0.815629, -5.192612], [0.662496, -0.427252, 3.895434], [-1.235635, -1.801908, 4.247124], [1.564027, 0.214624, -4.111054], [2.410920, -0.951007, 3.619318], [-0.418936, -1.729384, -2.775975]], "forces_ev_per_a": [[-2.3497, 1.1862, -0.0030], [6.9978, 4.0633, 1.5476], [0.6025, -0.1461, -0.6609], [-1.7586, 0.0008, -2.4627], [-2.8475, 2.0311, 0.3290], [-0.0414, -0.9008, 4.0032], [-0.4991, -0.4724, 0.0284], [0.4229, -0.5774, -0.3303], [-0.0565, 0.1882, -0.0730], [4.7866, -2.5648, -0.2149], [0.8566, 0.0089, 0.1485], [-5.2923, -2.7036, -0.0382], [-1.0557, -0.7093, 0.9011], [1.7887, 1.2143, -0.7907], [0.2463, -0.3095, -0.6450], [-0.2728, -0.0756, 0.2936], [0.2595, 0.0696, -0.3206], [-0.0408, -0.2405, 0.1339], [0.0250, -0.3692, -0.0858], [-1.1981, -0.2305, 0.5087], [0.3846, -0.1029, -0.5484], [0.3355, 0.3612, -0.0188], [0.5006, -0.2563, 0.1536], [0.0255, -0.0788, -0.5215], [-0.4092, 0.5743, -0.1898], [-0.0956, -0.0197, 0.5123], [-0.2005, 0.5407, -0.1543], [-0.3139, 0.5413, 0.3268], [-0.0829, 0.2580, -0.2116], [-0.2398, -1.2743, -1.3120], [-0.4776, -0.0063, -0.3053]], "total_charge": 3, "e_above_lowest_kj_mol": 140.8, "multiplicity": 6}



{"formula": "C8H17F2N3O3PS", "method": "ωB97M-V/def2-TZVPD", "species": ["S", "P", "F", "F", "O", "O", "O", "N", "N", "N", "C", "C", "C", "C", "C", "C", "C", "C", "H", "H", "H", "H", "H", "H", "H", "H", "H", "H", "H", "H", "H", "H", "H", "H", "H"], "positions_angstrom": [[-0.693692, -4.774272, 2.440024], [-0.875459, -3.771420, 0.739537], [-2.916721, 1.069176, 0.616174], [3.600327, 0.736138, -0.178336], [-2.505411, -4.060179, 0.196956], [-1.260081, 0.964362, -1.870113], [0.238828, -4.430736, -0.427662], [-0.449368, -2.058988, 0.986869], [-1.767084, -1.332116, -0.992985], [-0.473424, 0.441717, 0.461489], [-0.879880, -0.997159, 0.184706], [0.558082, 2.505892, -0.865056], [-0.124375, 1.015460, -0.894705], [-1.535366, 0.696832, 2.759156], [3.237983, 2.085678, -0.678475], [1.863220, 2.527119, 0.140261], [-1.522551, -0.446574, -2.193325], [-1.553938, 1.223892, 1.174047], [-0.248078, 3.300377, -0.508206], [-2.456690, -0.596165, -2.922666], [2.024816, 3.649915, 0.488145], [0.883197, 2.745587, -1.984973], [4.118207, 2.841366, -0.414223], [0.697741, 0.283640, -1.358166], [-2.034934, -0.362743, 2.748948], [1.746001, 1.777458, 1.044673], [0.700930, -5.232069, -0.032782], [-0.424280, 0.668047, 3.188415], [-2.783698, -1.280410, -0.765486], [-2.409402, -4.208377, -0.804509], [0.200722, -1.844034, 1.797373], [-1.286386, 2.372123, 1.233095], [3.112393, 2.127166, -1.847166], [-2.111080, 1.506981, 3.378514], [-0.590790, -0.876709, -2.785535]], "forces_ev_per_a": [[-0.0062, 1.8122, -1.6595], [-0.2295, -5.3599, 1.0134], [3.0201, 0.0854, 0.9822], [-0.6075, 2.4179, -1.3761], [4.2466, 1.3638, -1.6971], [0.7957, -1.8462, 1.3584], [-2.0335, 1.4668, 1.8055], [-1.0664, 3.6721, -2.7894], [1.7868, 1.3597, 1.7457], [-1.8742, -1.4752, -1.7540], [-0.8390, -0.9038, 0.3931], [-0.5718, -0.2723, 0.3729], [1.4776, -0.2725, -2.3775], [-0.1540, 0.6028, -0.9709], [-0.0238, 0.7482, 1.0405], [0.5744, 0.2606, -1.0563], [0.6078, 0.0099, -1.6818], [-0.1026, 0.1022, 2.8511], [1.7046, -1.6915, -0.9198], [2.0235, 0.8205, 1.8722], [-0.4504, -2.5301, -0.5149], [-0.8453, -0.5070, 2.5248], [-1.8017, -1.9674, -0.3866], [-1.4816, 1.4332, 1.1482], [0.8490, 2.1023, 0.4838], [0.2120, 1.7726, -1.8121], [-0.9845, 1.3217, -0.1635], [-2.4163, -0.0088, -1.2194], [1.0618, -0.1251, 0.4718], [-0.5172, 0.2737, 1.6655], [-1.0779, -0.3557, -1.1004], [-0.5214, -2.5261, -0.8588], [0.1669, -0.6561, 2.3438], [0.8289, -1.9586, -1.1112], [-1.7510, 0.8308, 1.3764]], "smiles": "C[C@H](F)N1C(NP(O)(O)=S)=[NH+]CO[C@H]1CCCF", "total_charge": 1}



{"formula": "C8H17IN2S", "method": "ωB97M-V/def2-TZVPD", "species": ["I", "S", "N", "N", "C", "C", "C", "C", "C", "C", "C", "C", "H", "H", "H", "H", "H", "H", "H", "H", "H", "H", "H", "H", "H", "H", "H", "H", "H"], "positions_angstrom": [[3.465720, -0.277763, -0.307608], [-0.397206, -1.437604, 0.692326], [0.007288, -1.406305, 2.175224], [0.395559, -0.045941, -0.065870], [-0.783536, 1.185918, -1.952780], [1.495762, 0.498901, 0.560051], [-3.459285, -1.535591, 0.015245], [0.481947, 2.591298, 1.437085], [0.716607, -2.756239, 0.100596], [-1.129226, -0.268605, -2.057408], [1.563511, 2.013168, 0.526972], [0.178914, 0.141745, -1.456998], [0.442956, 3.672595, 1.337813], [-0.698089, -1.004727, 2.774930], [-1.315001, 1.765798, -1.215540], [-1.905502, -0.645625, -1.399832], [0.934484, -2.593713, -0.949239], [-1.108015, -0.740567, -3.027997], [-3.304597, -2.621630, 0.121334], [2.543996, 2.346897, 0.874627], [0.696549, 2.345908, 2.476757], [-3.649668, -1.156043, 1.031442], [1.076083, -0.025866, -2.054106], [1.425815, 2.360594, -0.499526], [-0.495658, 2.182152, 1.184364], [-0.529128, 1.735038, -2.846500], [0.202166, -3.702109, 0.235360], [1.532365, 0.113141, 1.582280], [1.615177, -2.734819, 0.706992]], "forces_ev_per_a": [[-0.1060, 0.0494, 0.0855], [0.9807, 0.0057, -0.4928], [0.2887, -0.2871, 0.7111], [-0.9589, -0.5537, 0.2333], [0.0226, 0.0840, -0.0678], [0.3836, -0.0018, 0.3675], [0.2691, 0.1863, -0.2656], [0.0506, -0.1145, -0.0900], [-0.6003, 0.2670, -0.0585], [-0.1755, -0.0765, -0.0087], [-0.0100, 0.1435, -0.0274], [0.1777, 0.0486, -0.4749], [-0.0283, 0.1148, 0.0333], [-0.3503, 0.1360, -0.0905], [-0.0343, 0.0042, 0.1649], [0.0409, 0.1710, -0.2007], [0.0439, 0.0285, -0.1319], [0.0654, 0.0001, -0.0739], [-0.0486, -0.0741, 0.2429], [-0.0656, -0.1041, -0.1413], [-0.0501, 0.0146, 0.0719], [0.0409, -0.1897, 0.2070], [-0.1061, 0.0044, 0.0310], [0.1087, 0.0090, 0.0366], [-0.0598, 0.0367, 0.0060], [0.0765, -0.0295, -0.0951], [-0.1248, -0.0754, 0.0490], [0.1326, 0.0101, -0.0995], [0.0366, 0.1925, 0.0786]], "e_above_lowest_kj_mol": 450.7}



{"formula": "C8H17InO3", "method": "ωB97M-V/def2-TZVPD", "species": ["In", "O", "O", "O", "C", "C", "C", "C", "C", "C", "C", "C", "H", "H", "H", "H", "H", "H", "H", "H", "H", "H", "H", "H", "H", "H", "H", "H", "H"], "positions_angstrom": [[24.970872, 6.122859, 8.336955], [22.977842, -0.172275, 8.561661], [27.258985, 11.013140, 12.049635], [28.179097, 3.338317, 3.449514], [30.432610, 3.676900, 2.447166], [27.300195, 11.831989, 12.946711], [22.757650, -1.238798, 8.035180], [22.445191, -1.281395, 6.610376], [27.700573, 11.399704, 14.365230], [29.036481, 2.950996, 2.369536], [27.022313, 13.311248, 12.627466], [22.804950, -2.532765, 8.758400], [30.284500, 4.743271, 2.617530], [29.263683, 1.885562, 2.405820], [26.944801, 11.723606, 15.080766], [21.380198, -1.102609, 6.462327], [28.516701, 3.035821, 1.415204], [31.027306, 3.625848, 1.535115], [22.722439, -2.233558, 6.158023], [22.457072, -2.557228, 9.791107], [23.810462, -2.948214, 8.691719], [28.664830, 11.775613, 14.707307], [31.066326, 3.283917, 3.242198], [22.998767, -0.461345, 6.153016], [26.088247, 13.430572, 12.078475], [22.092704, -3.185706, 8.253960], [27.779067, 13.744038, 11.973163], [26.925914, 13.930925, 13.518974], [27.640437, 10.313396, 14.298773]], "forces_ev_per_a": [[-0.0544, 0.0527, 0.1022], [0.1005, 0.0916, 0.2898], [-0.1643, 0.3558, 0.5878], [2.8054, -1.8281, -3.4922], [0.1958, -0.0226, 0.5799], [0.6059, 0.5382, -0.5169], [0.2182, 0.7171, 1.3577], [0.1906, 0.1277, -1.5852], [-0.9694, -0.3585, -0.6464], [-1.4847, 3.9977, 2.5583], [-0.3827, 0.0582, 0.3431], [-0.8666, -1.1011, 0.3602], [-0.3711, -0.0937, 0.2138], [0.1477, -1.3167, 0.5601], [-0.0344, 0.2128, -0.0257], [-0.0762, -0.0825, 0.0324], [-0.5827, -0.1576, -0.1987], [-0.4893, -0.6249, -0.3583], [-0.1017, 0.0473, -0.0139], [0.4216, 0.6859, 0.0786], [-0.0082, -0.0684, -0.0624], [0.0167, -0.0246, -0.3227], [-0.1683, 0.0061, 0.0725], [-0.1762, -0.0765, -0.2521], [-0.0711, -0.3755, -0.0338], [0.3113, -0.3353, -0.2316], [0.2709, -0.2899, 0.1254], [0.2298, -0.1581, 0.0811], [0.4874, 0.0228, 0.3969]], "total_charge": 2, "e_above_lowest_kj_mol": 173.1}



{"formula": "C8H17IrO3P2", "method": "ωB97M-V/def2-TZVPD", "species": ["Ir", "P", "P", "O", "O", "O", "C", "C", "C", "C", "C", "C", "C", "C", "H", "H", "H", "H", "H", "H", "H", "H", "H", "H", "H", "H", "H", "H", "H", "H", "H"], "positions_angstrom": [[0.406570, -0.376088, -1.340660], [0.925930, -2.479839, -1.406323], [0.132826, 0.038542, 0.980971], [0.174276, 1.590355, 1.413590], [1.255130, -0.441600, 1.963051], [-1.222072, -0.511618, 1.676717], [-1.073016, 1.254454, -1.805788], [0.099492, -0.042914, -3.376815], [-1.164996, 0.108945, -2.659241], [0.952102, 1.004123, -2.925934], [1.811530, -1.739945, 2.351144], [0.292453, 1.672137, -1.770494], [-0.776881, 2.613134, 0.914699], [-1.574579, -0.004638, 2.975630], [-2.238488, 0.857828, 2.856360], [1.952722, 1.159654, -3.258113], [-1.952391, 1.566590, -1.193589], [-0.321723, 3.619416, 0.895947], [0.790089, 2.368782, -1.096401], [0.244840, -3.315232, -0.579790], [-0.703580, 0.113437, 3.640617], [-2.215617, -0.771116, 3.409307], [-1.608748, 2.533955, 1.593965], [0.812052, -3.155967, -2.650057], [2.300575, -1.518644, 3.313752], [-1.209893, 2.437046, -0.069055], [0.136962, -0.580609, -4.298958], [-1.991241, -0.576621, -2.717367], [1.015882, -2.448396, 2.635681], [2.465394, -2.287295, 1.601800], [2.284390, -2.687882, -1.074649]], "forces_ev_per_a": [[0.9004, -2.5150, 5.3118], [2.1611, -2.2942, -1.3414], [-0.8928, 0.1061, 0.5226], [-0.1591, 1.3188, -0.6272], [1.3731, -0.6604, 0.3731], [0.1886, 0.3507, -0.2269], [-1.7153, 1.2738, 0.3011], [-2.3001, 2.3455, -2.2106], [0.3769, 0.4444, -1.6999], [-0.6283, 0.4498, 0.3470], [-0.4430, -0.4245, 0.3884], [0.0680, 1.5324, -2.0250], [0.1831, -0.6387, 0.4755], [-0.6416, -0.8468, 0.2482], [0.6185, 0.2193, 0.1894], [0.4711, 0.0712, -0.0663], [1.1219, -0.4407, -0.7544], [0.0693, -0.7411, 0.4290], [-0.3730, 0.0584, -0.5600], [-0.8137, -0.9419, 1.0680], [-0.3638, 0.3846, -0.4404], [0.0964, -0.1258, 0.1048], [-0.2914, 0.5830, 0.4062], [-0.0304, -0.1769, -0.1954], [0.3468, -0.1057, -0.7058], [0.7067, -0.0375, 0.5707], [0.6135, -0.6003, 0.0065], [-0.2447, 0.0881, -0.2701], [-0.1010, 0.3763, -0.4401], [-0.6446, 1.3340, 0.6382], [0.3472, -0.3869, 0.1826]], "e_above_lowest_kj_mol": 304.9, "multiplicity": 5}



{"formula": "C8H17N2", "method": "ωB97M-V/def2-TZVPD", "species": ["N", "N", "C", "C", "C", "C", "C", "C", "C", "C", "H", "H", "H", "H", "H", "H", "H", "H", "H", "H", "H", "H", "H", "H", "H", "H", "H"], "positions_angstrom": [[0.563304, 0.705777, 0.093922], [0.708445, -1.763854, -0.309535], [-2.956402, -0.452802, 0.206519], [-0.805629, 0.665676, -0.003413], [-0.737784, -1.909183, 0.094569], [-1.497704, 1.944506, -0.260379], [1.317535, -0.545750, 0.265383], [1.366106, 1.867932, 0.290165], [2.786957, -0.500065, -0.216181], [-1.445441, -0.518633, 0.072785], [-3.499275, -0.339265, -0.753212], [0.670019, -1.666009, -1.356706], [3.411294, 0.046867, 0.432775], [-1.031861, 2.675109, -0.898101], [1.391888, -2.505352, -0.141354], [2.908549, 0.115458, -1.137207], [-3.160519, -1.499118, 0.386171], [-2.432772, 1.674906, -0.679910], [-3.273524, -0.017165, 1.173921], [-1.132069, -2.383419, -0.810754], [0.608782, 2.726619, 0.478909], [-1.717613, 2.568757, 0.598103], [1.256474, -0.768140, 1.340415], [2.094500, 1.631592, 1.000600], [3.367644, -1.497226, -0.443945], [-0.749185, -2.384313, 1.160789], [1.988290, 2.127099, -0.584341]], "forces_ev_per_a": [[1.4043, -2.1653, -1.3811], [-0.6340, 1.4346, -2.3014], [0.5962, -2.5866, 0.0062], [1.1815, -0.9335, 0.1558], [-0.3459, 0.9057, 1.2145], [-0.5247, 0.6281, 0.5094], [0.8077, 0.7081, 1.3703], [-1.8064, 2.1421, -1.6930], [0.6414, -0.6780, -1.9614], [0.0901, 0.9108, 0.1540], [0.0679, 0.9421, 0.8232], [0.3163, 0.0291, 1.0095], [0.6111, 0.3408, 1.2638], [0.6374, -0.3051, -0.7253], [-0.6712, -0.3711, 0.3197], [-0.5447, -0.6684, 0.2344], [-0.6675, -0.6591, 0.2583], [-0.9470, 0.1468, -0.4830], [-0.1683, 0.5585, -1.1412], [-0.5745, -1.0746, 1.0802], [2.0304, -1.2667, 0.2272], [-0.0735, -0.3141, 0.7225], [0.4139, -0.1337, 0.0797], [0.6934, 0.4409, 1.9846], [-1.6201, 1.5654, 0.6941], [-0.3621, 0.2721, -2.3252], [-0.5519, 0.1310, -0.0961]], "smiles": "CC1=C(C)N(C)[C@H](C)[NH2+]C1", "total_charge": 1, "e_above_lowest_kj_mol": 273.6}



E? In order: -1647.1474; -1643.9144; -1120.1569; -730.0023; -1327.4557; -424.2106 Eh.